# 1
ORCA calculation (wB97M-V/def2-TZVPD) on a molecular structure, C41H32Co2N2O5P at a distorted geometry.

Structure (XYZ):
```
83
Properties=species:S:1:pos:R:3
O -2.76 -1.66 2.79
C -2.49 -1.22 1.70
Co -1.01 -0.34 0.94
C -0.33 -0.78 2.52
O -0.07 -1.33 3.53
C -0.99 -1.51 -0.33
O -1.04 -2.37 -1.13
C -1.26 1.47 0.73
C -2.41 0.81 1.04
C -3.80 0.66 1.26
C -4.12 1.02 2.73
C -5.31 1.68 3.05
C -5.48 2.30 4.29
C -4.46 2.26 5.26
C -3.28 1.57 4.96
C -3.12 0.94 3.71
Co 0.50 1.31 1.59
C 1.33 1.18 3.10
O 1.88 1.09 4.11
C 0.80 3.01 1.47
O 1.02 4.14 1.42
P 1.73 0.36 0.16
C 2.25 -1.40 -0.07
C 3.23 -1.71 -1.02
C 3.60 -3.04 -1.25
C 3.02 -4.07 -0.50
C 2.09 -3.76 0.50
C 1.72 -2.43 0.71
C 1.31 0.87 -1.56
C 1.10 -0.06 -2.59
C 0.84 0.39 -3.89
C 0.69 1.76 -4.15
C 0.80 2.68 -3.11
C 1.11 2.23 -1.82
C 3.44 1.05 0.35
C 4.06 1.88 -0.61
C 5.34 2.38 -0.37
C 6.03 2.05 0.79
C 5.43 1.20 1.73
C 4.15 0.70 1.51
H -1.21 2.26 -0.03
H -4.49 1.18 0.55
H -6.06 1.82 2.27
H -6.40 2.86 4.50
H -4.59 2.75 6.22
H -2.46 1.55 5.67
H -2.13 0.53 3.49
H 3.70 -0.91 -1.60
H 4.35 -3.27 -2.01
H 3.29 -5.11 -0.68
H 1.64 -4.54 1.11
H 1.01 -2.21 1.52
H 1.16 -1.13 -2.39
H 0.75 -0.34 -4.70
H 0.48 2.10 -5.16
H 0.66 3.74 -3.28
H 1.22 2.96 -1.01
H 3.54 2.12 -1.54
H 5.80 3.04 -1.12
H 7.03 2.44 0.97
H 5.96 0.93 2.65
H 3.69 0.02 2.24
C -3.01 -5.93 1.89
C -3.62 -4.89 1.00
C -3.89 -3.63 1.56
C -4.26 -2.56 0.76
C -4.46 -2.85 -0.58
C -4.34 -4.11 -1.15
C -3.86 -5.15 -0.36
C -3.57 -6.50 -0.98
N -4.23 -1.68 -1.33
C -3.63 -0.79 -0.55
N -3.76 -1.07 0.81
H -2.86 -6.87 1.35
H -2.02 -5.59 2.25
H -3.64 -6.12 2.76
H -3.76 -3.53 2.64
H -4.52 -4.23 -2.22
H -3.73 -6.48 -2.06
H -2.52 -6.82 -0.83
H -4.20 -7.31 -0.58
H -4.22 -1.63 -2.33
H -3.43 0.20 -0.96
```

Summary:
**Kohn-Sham gap**: 4.7 eV
**HOMO energy**: -0.07689 Eh
**Net charge**: -1
**E**: -5173.86908 hartree
**Energy relative to the best compared isomer or geometry (same formula, charge and spin)**: 758.9 kJ/mol
**2S+1**: 1

# 2
ORCA calculation (wB97M-V/def2-TZVPD) on a molecular structure, C41H32MoN7O2.

Structure (XYZ):
```
83
Properties=species:S:1:pos:R:3
Mo 0.01 0.14 -0.29
C -5.82 3.05 0.93
C -4.35 2.74 1.01
C -3.38 3.71 0.73
C -2.03 3.42 0.78
C -1.56 2.15 1.13
N -0.20 1.75 1.05
C 0.76 2.46 1.78
C 0.41 3.52 2.62
C 1.34 4.37 3.18
C 2.70 4.20 2.95
C 3.74 5.14 3.53
C 3.07 3.07 2.25
C 2.14 2.18 1.71
N 2.63 0.91 1.22
C 3.91 0.48 1.33
C 3.91 -0.89 1.29
C 2.57 -1.25 1.14
N 1.79 -0.17 1.08
C -2.54 1.21 1.45
C -3.90 1.48 1.37
N -2.15 -0.09 1.90
C -2.70 -0.84 2.88
C -1.93 -1.96 3.03
C -0.90 -1.82 2.09
N -1.04 -0.68 1.43
H -6.00 3.99 0.40
H -6.26 3.13 1.92
H -6.36 2.25 0.40
H -3.69 4.71 0.45
H -1.31 4.19 0.53
H -0.63 3.69 2.83
H 1.01 5.19 3.81
H 3.30 6.10 3.78
H 4.56 5.31 2.83
H 4.18 4.73 4.44
H 4.13 2.87 2.14
H 4.73 1.16 1.47
H 4.77 -1.55 1.35
H 2.16 -2.23 1.03
H -4.62 0.69 1.57
H -3.58 -0.51 3.41
H -2.07 -2.78 3.72
H -0.08 -2.48 1.86
O 2.16 -3.20 -1.42
C 1.65 -2.10 -1.39
O 0.58 -1.78 -0.73
C 2.23 -0.95 -2.16
C 3.28 -1.18 -3.02
C 3.80 -0.12 -3.74
C 3.22 1.13 -3.56
C 2.17 1.27 -2.67
N 1.67 0.26 -1.95
H 3.65 -2.19 -3.10
H 4.62 -0.26 -4.44
H 3.56 1.99 -4.11
H 1.72 2.23 -2.57
C -3.32 -2.58 -1.44
C -4.19 -1.75 -2.15
C -3.82 -0.44 -2.39
C -2.60 0.04 -1.90
C -1.74 -0.76 -1.16
C -2.12 -2.09 -0.96
C -2.15 1.41 -2.13
C -2.89 2.33 -2.91
C -2.47 3.60 -3.05
C -1.29 4.02 -2.39
C -0.86 5.37 -2.43
C 0.23 5.78 -1.72
C 0.94 4.83 -0.95
C 0.55 3.52 -0.92
C -0.57 3.06 -1.64
N -1.00 1.74 -1.56
H -3.59 -3.61 -1.27
H -5.13 -2.12 -2.52
H -4.49 0.20 -2.95
H -1.47 -2.77 -0.43
H -3.81 2.00 -3.38
H -3.03 4.32 -3.64
H -1.44 6.07 -3.02
H 0.55 6.81 -1.74
H 1.80 5.13 -0.37
H 1.13 2.83 -0.32
```

Summary:
**Kohn-Sham gap (alpha / beta)**: 6.8 / 6.4 eV
**HOMO energy (alpha / beta)**: -0.35595 / -0.36757 Eh
**Net charge**: +1
**⟨S²⟩**: 2.019
**E**: -2183.45474 hartree
**Energy relative to the best compared isomer or geometry (same formula, charge and spin)**: 69.5 kJ/mol
**2S+1**: 3

# 3
ORCA calculation (wB97M-V/def2-TZVPD) on a molecular structure, C41H33BrF4N6OPRhS.

Structure (XYZ):
```
89
Properties=species:S:1:pos:R:3
Rh 0.21 0.85 -0.96
N -6.01 -3.27 6.35
C -5.31 -2.85 5.54
C -4.44 -2.33 4.53
C -4.01 -1.00 4.59
C -3.17 -0.50 3.62
C -2.73 -1.30 2.55
C -3.19 -2.62 2.50
C -4.02 -3.14 3.47
C -1.87 -0.77 1.49
C -0.79 0.07 1.89
C -0.29 0.18 3.21
C 0.69 1.18 3.21
C 0.78 1.63 1.90
N -0.08 0.96 1.10
C -2.40 -1.03 0.16
C -3.76 -1.06 -0.11
C -3.95 -1.31 -1.48
C -2.71 -1.45 -2.03
N -1.76 -1.30 -1.05
H -4.35 -0.36 5.40
H -2.86 0.53 3.66
H -2.89 -3.25 1.68
H -4.35 -4.17 3.42
H -0.60 -0.41 4.05
H 1.26 1.53 4.06
H 1.42 2.40 1.50
H -4.53 -0.91 0.63
H -4.89 -1.40 -2.01
H -2.42 -1.66 -3.05
F 5.30 5.82 -0.88
C 4.71 4.64 -0.88
C 5.41 3.50 -0.51
F 6.69 3.60 -0.17
C 4.78 2.27 -0.52
F 5.53 1.21 -0.22
C 3.44 2.12 -0.85
P 2.57 0.48 -0.89
C 3.30 -0.49 0.45
C 3.35 -1.88 0.30
C 3.77 -2.68 1.35
C 4.12 -2.11 2.56
C 4.06 -0.74 2.72
C 3.64 0.07 1.68
C 3.34 -0.16 -2.42
C 2.64 0.03 -3.61
C 3.17 -0.36 -4.82
C 4.42 -0.96 -4.86
C 5.13 -1.16 -3.69
C 4.60 -0.76 -2.47
C 2.76 3.28 -1.24
Br 0.95 3.28 -1.84
C 3.38 4.52 -1.26
F 2.73 5.62 -1.63
H 3.06 -2.33 -0.64
H 3.81 -3.75 1.21
H 4.44 -2.74 3.38
H 4.32 -0.29 3.67
H 3.59 1.14 1.83
H 1.65 0.49 -3.57
H 2.61 -0.20 -5.74
H 4.84 -1.27 -5.81
H 6.10 -1.63 -3.72
H 5.16 -0.92 -1.56
C 0.11 -3.20 0.05
O 0.38 -1.84 -0.27
C -0.34 -1.29 -1.33
C 0.01 -1.92 -2.66
H -0.96 -3.39 0.13
H 0.58 -3.39 1.01
H 0.54 -3.88 -0.70
H -0.46 -2.91 -2.78
H 1.09 -2.05 -2.69
H -0.28 -1.31 -3.50
C -6.05 2.22 0.76
C -4.85 3.15 0.57
C -3.89 2.63 -0.45
N -2.74 2.16 -0.16
N -2.04 1.71 -1.25
C -2.69 1.87 -2.37
N -2.21 1.46 -3.58
S -4.26 2.56 -2.16
H -6.72 2.62 1.53
H -5.72 1.23 1.07
H -6.62 2.12 -0.16
H -4.29 3.25 1.50
H -5.19 4.15 0.29
H -1.23 1.20 -3.57
H -2.53 1.94 -4.40
```

Summary:
**Kohn-Sham gap (alpha / beta)**: 5.2 / 6.3 eV
**HOMO energy (alpha / beta)**: -0.19628 / -0.26418 Eh
**⟨S²⟩**: 6.037
**E**: -5809.37265 hartree
**Energy relative to the best compared isomer or geometry (same formula, charge and spin)**: 0.0 kJ/mol
**2S+1**: 5

# 4
ORCA calculation (wB97M-V/def2-TZVPD) on a molecular structure, C41H33BrN3O4OsP.

Structure (XYZ):
```
84
Properties=species:S:1:pos:R:3
Os 0.40 0.26 0.11
O -1.56 1.10 0.93
C -2.67 1.29 0.27
C -3.43 2.47 0.47
C -4.65 2.63 -0.13
C -5.21 1.63 -0.95
C -4.48 0.49 -1.18
C -3.19 0.32 -0.62
C -2.47 -0.86 -0.92
N -1.21 -1.05 -0.70
N -0.80 -2.35 -1.01
C 0.40 -2.53 -0.63
O 1.15 -1.58 -0.06
C 1.06 -3.85 -0.81
C 0.31 -4.99 -1.11
C 0.93 -6.22 -1.22
C 2.30 -6.33 -1.04
C 3.06 -5.20 -0.76
C 2.44 -3.96 -0.64
H -3.00 3.24 1.10
H -5.20 3.55 0.03
H -6.19 1.76 -1.39
H -4.87 -0.29 -1.82
H -3.00 -1.70 -1.36
H -0.76 -4.88 -1.24
H 0.34 -7.10 -1.45
H 2.78 -7.30 -1.12
H 4.13 -5.28 -0.62
H 3.01 -3.07 -0.42
C -0.12 2.80 3.22
C -0.66 1.89 4.29
C -1.23 2.42 5.44
C -1.68 1.60 6.47
C -1.56 0.22 6.37
C -1.01 -0.33 5.22
C -0.57 0.49 4.18
P 0.22 -0.23 2.69
C -0.51 -1.91 2.63
C -1.89 -1.84 2.44
C -2.66 -2.98 2.33
C -2.05 -4.22 2.41
C -0.68 -4.30 2.60
C 0.12 -3.16 2.71
C 1.61 -3.36 2.88
C 1.99 -0.22 3.10
C 2.49 -0.45 4.38
C 3.86 -0.46 4.60
C 4.72 -0.23 3.53
C 4.22 0.06 2.27
C 2.84 0.12 2.05
C 2.34 0.69 0.74
H -0.33 3.84 3.45
H -0.55 2.56 2.24
H 0.97 2.69 3.13
H -1.32 3.50 5.54
H -2.12 2.04 7.36
H -1.89 -0.42 7.17
H -0.94 -1.41 5.13
H -2.37 -0.86 2.37
H -3.73 -2.89 2.17
H -2.64 -5.12 2.32
H -0.21 -5.27 2.65
H 1.85 -4.43 2.89
H 1.97 -2.93 3.81
H 2.17 -2.90 2.06
H 1.81 -0.64 5.20
H 4.25 -0.64 5.59
H 5.79 -0.26 3.68
H 4.90 0.28 1.45
H 3.00 0.41 -0.08
H 2.35 1.78 0.82
Br -0.18 4.83 -6.44
C -0.13 3.46 -5.15
C -0.45 2.16 -5.52
N -0.44 1.15 -4.65
C -0.13 1.42 -3.38
C 0.22 2.69 -2.93
C 0.21 3.74 -3.84
C 0.62 2.99 -1.51
O 1.20 4.02 -1.25
O 0.25 2.11 -0.60
H -0.71 1.93 -6.55
H -0.15 0.59 -2.70
H 0.48 4.73 -3.52
```

Summary:
**Kohn-Sham gap (alpha / beta)**: 7.4 / 6.5 eV
**HOMO energy (alpha / beta)**: -0.27652 / -0.29303 Eh
**⟨S²⟩**: 6.026
**E**: -5053.41073 hartree
**2S+1**: 5